Record 1
Entry from the Open Molecules 2025 dataset: C12H10O in the gas phase (ωB97M-V/def2-TZVPD).

Relative energy (zero: lowest compared OMol25 entry of this formula, charge and spin): 1.379 eV
Multiplicity: 1
HOMO level: -8.64 eV
Kohn-Sham gap: 9.539 eV

Last column: natural (NBO) charge in e.
Cartesian coordinates (Å):
C 0.245 1.162 -0.378  0.29
C 0.754 0.345 -1.368  -0.31
C 0.970 0.849 -2.704  -0.19
C 0.568 2.070 -3.101  -0.24
C 0.164 2.942 -2.095  -0.19
C -0.090 2.489 -0.812  -0.25
C -0.232 -0.407 1.290  0.27
C 0.437 -0.757 2.460  -0.23
C 0.221 -2.013 3.074  -0.19
C -0.805 -2.776 2.435  -0.23
C -1.344 -2.549 1.173  -0.19
C -0.959 -1.306 0.520  -0.27
H 1.209 -0.665 -1.321  0.24
H 1.264 0.240 -3.525  0.21
H 0.693 2.379 -4.134  0.21
H -0.068 4.020 -2.464  0.21
H -0.407 3.225 -0.107  0.22
H 1.115 0.074 2.780  0.23
H 0.608 -2.235 4.029  0.22
H -0.858 -3.848 2.718  0.21
H -1.981 -3.348 0.846  0.23
H -1.503 -0.865 -0.286  0.23
O -0.001 0.974 0.972  -0.48

---

Record 2
Entry from the Open Molecules 2025 dataset: a gas-phase ion, C4H12N3 (charge +1) (ωB97M-V/def2-TZVPD).

Relative energy (zero: lowest compared OMol25 entry of this formula, charge and spin): 2.923 eV
Multiplicity: 1
HOMO level: -12.84 eV
Kohn-Sham gap: 7.917 eV
Charge: +1

Last column: natural (NBO) charge in e.
Cartesian coordinates (Å):
C -0.437 1.493 0.136  -0.25
C 0.816 0.782 0.652  -0.42
C 0.804 -0.786 0.777  -0.25
N -1.320 -1.405 -0.832  -0.80
C -0.127 -1.840 -1.188  0.45
N 1.007 -1.341 -0.635  -0.50
N -0.430 2.816 0.830  -0.81
H -0.590 1.555 -0.933  0.20
H -1.342 1.058 0.582  0.16
H 1.128 1.160 1.621  0.25
H 1.538 0.958 -0.133  0.23
H -0.105 -1.184 1.252  0.21
H 1.518 -1.193 1.494  0.24
H -2.027 -2.077 -0.573  0.45
H 0.003 -2.495 -2.016  0.22
H 1.792 -1.979 -0.678  0.44
H -1.419 -0.411 -0.723  0.44
H -0.692 2.668 1.803  0.35
H -1.254 3.404 0.671  0.37

---

Record 3
Entry from the Open Molecules 2025 dataset: a gas-phase ion, C7H15N4OS2 (charge +1) (ωB97M-V/def2-TZVPD).

Relative energy (zero: lowest compared OMol25 entry of this formula, charge and spin): 2.411 eV
Multiplicity: 1
HOMO level: -12.40 eV
Kohn-Sham gap: 6.813 eV
Charge: +1

Last column: natural (NBO) charge in e.
Cartesian coordinates (Å):
C -1.696 1.692 0.157  0.15
C -2.083 1.235 -1.233  -0.34
C 1.429 0.483 -0.569  -0.26
C 0.595 -1.335 0.773  -0.26
C 2.070 1.084 0.741  -0.07
C 1.324 -0.607 1.957  -0.09
C -0.515 -0.762 -1.324  -0.06
N -1.298 2.823 0.429  -0.57
N -2.002 -0.200 -1.308  -0.28
N 0.232 -0.343 -0.242  -0.51
N -2.663 -0.665 -0.186  -0.45
O 2.433 0.130 1.654  -0.48
S -2.085 0.328 1.279  0.42
S -2.620 -2.667 -0.184  0.26
H -3.167 1.688 -1.576  0.27
H -1.289 1.518 -2.009  0.27
H 1.120 1.315 -1.243  0.22
H 2.262 -0.217 -0.914  0.20
H 1.290 -2.111 0.308  0.20
H -0.404 -1.902 0.878  0.21
H 2.936 1.761 0.492  0.22
H 1.362 1.763 1.112  0.15
H 0.695 0.144 2.414  0.16
H 1.529 -1.239 2.860  0.22
H -0.165 -0.337 -2.298  0.24
H -0.518 -1.867 -1.469  0.22
H -0.861 2.910 1.306  0.37
H -3.767 -0.449 -0.265  0.46
H -3.897 -2.691 0.200  0.14

---

Record 4
Entry from the Open Molecules 2025 dataset: a molecular structure, C4H7NO2 (ωB97M-V/def2-TZVPD).

Relative energy (zero: lowest compared OMol25 entry of this formula, charge and spin): 3.247 eV
Multiplicity: 1
HOMO level: -9.56 eV
Kohn-Sham gap: 9.816 eV

Last column: natural (NBO) charge in e.
Cartesian coordinates (Å):
C -0.845 -0.328 1.675  -0.49
C 0.278 -0.077 0.060  -0.45
C 0.786 -1.453 0.162  0.40
O 0.598 -2.060 1.199  -0.54
C 0.199 0.415 -1.443  0.67
O 0.356 -0.327 -2.396  -0.60
N 0.069 1.768 -1.625  -0.82
H -1.671 -0.972 1.378  0.21
H -0.441 -0.751 2.630  0.24
H -1.093 0.700 1.845  0.17
H 0.895 0.631 0.601  0.25
H 1.291 -1.962 -0.665  0.16
H -0.240 2.343 -0.862  0.39
H -0.181 2.074 -2.559  0.41

---

Record 5
Entry from the Open Molecules 2025 dataset: a molecular structure, C31H83HgO11 (ωB97M-V/def2-TZVPD).

Multiplicity: 1
HOMO level: -12.05 eV
Kohn-Sham gap: 7.541 eV
Charge: +1

Last column: Mulliken charge in e.
Cartesian coordinates (Å):
Hg 1.898 -1.323 -2.223  1.12
C 0.025 -0.087 0.154  0.28
O 0.231 -0.421 -1.186  1.09
H 0.970 0.208 0.652  -0.73
H -0.613 0.818 0.212  0.03
H -0.443 -0.883 0.750  -0.07
C -2.066 -0.326 3.770  0.09
C -2.347 -0.586 5.223  0.31
C -1.165 -0.374 6.090  -1.35
O -3.464 0.214 5.691  -0.61
H -2.027 0.749 3.603  -0.33
H -2.812 -0.697 3.057  0.57
H -1.124 -0.825 3.522  -0.29
H -2.616 -1.653 5.316  0.31
H -0.869 0.671 6.191  0.30
H -0.324 -0.974 5.732  0.25
H -1.386 -0.741 7.095  0.40
H -4.275 -0.162 5.333  0.32
C -3.791 -2.610 -2.976  -1.41
C -3.221 -1.407 -2.290  0.77
C -3.442 -1.408 -0.813  -0.84
O -1.776 -1.453 -2.547  -0.78
H -4.873 -2.756 -2.949  0.44
H -3.307 -3.520 -2.616  0.25
H -3.595 -2.538 -4.057  0.34
H -3.580 -0.464 -2.715  0.16
H -4.524 -1.496 -0.635  0.56
H -3.195 -0.430 -0.392  0.17
H -2.944 -2.227 -0.310  -0.23
H -1.282 -0.962 -1.843  -0.51
C 0.455 -0.090 -5.998  -0.76
C 1.697 0.292 -5.226  0.77
C 2.297 1.610 -5.671  -1.36
O 1.418 0.356 -3.806  0.37
H -0.463 0.302 -5.564  0.17
H 0.338 -1.177 -6.028  -0.20
H 0.569 0.197 -7.045  0.47
H 2.480 -0.451 -5.411  0.37
H 1.664 2.480 -5.465  0.12
H 2.527 1.625 -6.739  0.51
H 3.251 1.783 -5.160  0.26
H 0.551 0.831 -3.672  -0.24
C 0.373 3.543 -2.331  0.02
C -0.967 3.136 -2.900  1.07
C -1.230 3.843 -4.224  -1.63
O -0.973 1.715 -3.161  -0.45
H 1.171 2.995 -2.830  -0.38
H 0.433 3.347 -1.255  -0.35
H 0.496 4.619 -2.461  0.60
H -1.743 3.403 -2.175  -0.29
H -0.473 3.537 -4.956  0.23
H -1.110 4.924 -4.118  0.45
H -2.240 3.690 -4.598  0.39
H -0.926 1.205 -2.321  -0.22
C -4.613 1.807 1.927  -1.32
C -3.379 2.653 1.624  2.48
C -3.288 3.094 0.173  -1.52
O -3.406 3.830 2.408  -0.67
H -4.928 1.127 1.129  0.26
H -5.479 2.451 2.104  0.41
H -4.458 1.187 2.813  0.20
H -2.493 2.074 1.930  -1.07
H -3.462 2.319 -0.571  0.25
H -2.339 3.603 -0.034  0.24
H -4.043 3.875 0.007  0.46
H -3.381 3.564 3.338  0.38
C 0.042 -5.076 -2.786  -1.17
C 0.497 -4.053 -3.766  0.61
C -0.296 -4.064 -5.042  -1.38
O 0.453 -2.719 -3.172  -0.14
H 0.049 -6.057 -3.268  0.51
H -0.982 -4.880 -2.469  0.11
H 0.695 -5.127 -1.917  0.23
H 1.538 -4.235 -4.040  0.37
H -0.310 -5.066 -5.477  0.49
H 0.119 -3.363 -5.760  0.24
H -1.351 -3.821 -4.887  0.21
H -0.480 -2.336 -3.036  0.35
C -0.848 -3.954 0.729  -0.68
C 0.336 -3.901 1.660  2.14
C 0.007 -4.320 3.051  -1.66
O 1.397 -4.756 1.203  -0.65
H -1.652 -3.296 1.055  0.17
H -1.240 -4.980 0.724  0.57
H -0.541 -3.747 -0.298  -0.36
H 0.716 -2.864 1.679  -0.95
H -0.344 -5.356 3.049  0.45
H -0.742 -3.699 3.528  0.25
H 0.899 -4.267 3.680  0.39
H 1.861 -4.289 0.501  0.34
C 1.815 3.682 2.277  -0.74
C 0.790 3.757 3.393  0.12
C 0.191 2.432 3.753  -0.32
O 1.391 4.321 4.594  -0.58
H 2.250 4.648 2.031  0.45
H 1.372 3.274 1.352  0.05
H 2.612 2.982 2.552  0.06
H -0.030 4.409 3.037  0.30
H -0.691 2.553 4.378  0.33
H 0.946 1.799 4.231  0.34
H -0.137 1.876 2.866  -0.38
H 1.347 5.279 4.593  0.34
C 2.456 -1.338 3.155  -0.29
C 3.530 -0.702 3.973  0.87
C 3.600 -1.304 5.362  -1.50
O 4.765 -0.834 3.257  -0.57
H 2.670 -2.403 2.973  0.37
H 2.310 -0.893 2.166  -0.32
H 1.499 -1.331 3.684  -0.06
H 3.283 0.374 4.047  -0.01
H 4.298 -0.798 6.035  0.44
H 3.929 -2.350 5.324  0.37
H 2.611 -1.302 5.833  0.29
H 5.470 -0.523 3.837  0.37
C 3.804 1.532 0.289  -1.02
C 3.271 1.530 -1.124  2.08
C 3.985 2.551 -1.974  -1.48
O 3.507 0.201 -1.763  -0.33
H 3.225 0.924 0.982  -0.20
H 3.711 2.542 0.701  0.24
H 4.877 1.328 0.342  0.44
H 2.200 1.704 -1.095  -0.90
H 5.006 2.286 -2.267  0.40
H 4.023 3.517 -1.463  0.38
H 3.447 2.736 -2.911  0.20
H 4.461 0.138 -1.928  0.24

---

Record 6
Entry from the Open Molecules 2025 dataset: C9H17N3S in the gas phase (ωB97M-V/def2-TZVPD).

Relative energy (zero: lowest compared OMol25 entry of this formula, charge and spin): 1.341 eV
Multiplicity: 1
HOMO level: -7.72 eV
Kohn-Sham gap: 8.450 eV

Last column: natural (NBO) charge in e.
Cartesian coordinates (Å):
C -1.910 -3.348 -1.607  -0.40
C -1.148 -3.095 0.699  -0.43
C -2.352 -1.384 -0.165  -0.19
C -1.808 -0.306 0.572  -0.45
C -0.540 0.425 0.290  -0.20
C 0.197 0.136 -0.777  -0.08
C 1.414 1.791 0.282  0.26
C 2.196 4.081 1.011  -0.42
C 3.545 2.380 -0.453  -0.40
H -0.976 -3.849 -1.954  0.22
H -2.760 -2.626 -2.326  0.22
H -2.660 -4.128 -0.981  0.17
H -0.669 -2.545 1.540  0.21
H -0.467 -4.031 0.626  0.22
H -2.308 -3.241 1.208  0.14
H -3.214 -1.603 0.611  0.16
H -2.944 -1.159 -1.219  0.19
H -1.571 -0.723 1.630  0.21
H -2.626 0.464 0.665  0.23
H 0.401 -0.824 -1.449  0.26
H 2.440 4.045 2.103  0.20
H 2.933 4.860 0.350  0.21
H 1.146 4.448 0.804  0.21
H 4.215 3.259 -0.726  0.19
H 3.300 1.867 -1.332  0.24
H 4.049 1.904 0.366  0.19
N -1.537 -2.441 -0.529  -0.49
N 1.492 0.893 -0.566  -0.53
N 2.293 2.843 0.192  -0.45
S -0.127 1.907 1.136  0.29

---

Record 7
Entry from the Open Molecules 2025 dataset: a molecular structure, C24H32N5SSeTi (ωB97M-V/def2-TZVPD).

Multiplicity: 2
HOMO level (alpha / beta): -13.86 / -13.88 eV
Kohn-Sham gap (alpha / beta): 7.397 / 7.677 eV
Charge: +2

Last column: natural (NBO) charge in e.
Cartesian coordinates (Å):
Ti -0.157 1.084 -0.791  1.60
C 1.727 -4.195 -0.318  -0.61
C 0.367 -4.890 -0.325  -0.07
C 0.249 -5.750 0.941  -0.60
C 0.288 -5.787 -1.569  -0.60
C -0.787 -3.888 -0.355  0.05
C -2.118 -4.365 -0.379  -0.18
C -3.213 -3.532 -0.400  -0.18
C -2.979 -2.155 -0.405  -0.22
S -4.114 -0.843 -0.443  0.56
C -2.847 0.280 -0.402  0.09
N -1.639 -0.260 -0.380  -0.63
C -1.687 -1.665 -0.386  0.09
C -0.587 -2.520 -0.355  -0.22
C -2.974 1.748 -0.482  -0.06
C -4.222 2.357 -0.454  -0.17
C -4.318 3.726 -0.644  -0.18
C -3.167 4.458 -0.900  -0.17
C -1.925 3.831 -0.926  -0.24
C -1.771 2.464 -0.687  -0.46
H 2.517 -4.948 -0.314  0.24
H 1.867 -3.578 0.576  0.20
H 1.876 -3.577 -1.209  0.20
H 1.075 -6.463 0.982  0.23
H -0.679 -6.323 0.963  0.22
H 0.286 -5.136 1.844  0.21
H 1.100 -6.515 -1.551  0.23
H 0.377 -5.202 -2.487  0.22
H -0.649 -6.345 -1.615  0.22
H -2.292 -5.433 -0.380  0.24
H -4.216 -3.937 -0.417  0.25
H 0.421 -2.121 -0.334  0.19
H -5.123 1.774 -0.298  0.23
H -5.284 4.212 -0.622  0.25
H -3.241 5.521 -1.099  0.24
H -1.074 4.446 -1.210  0.19
N 1.088 3.968 0.075  -0.73
C 2.142 3.713 1.132  -0.04
C 1.494 3.080 2.363  -0.44
C 1.253 1.566 2.304  -0.05
N 0.052 1.190 1.482  -0.88
C 2.477 0.822 1.793  -0.43
C 3.027 1.372 0.487  -0.05
N 2.107 1.042 -0.658  -0.89
C 3.284 2.873 0.568  -0.45
H 0.395 4.662 0.363  0.45
H 0.556 3.100 -0.076  0.42
H 1.463 4.247 -0.848  0.46
H 2.515 4.706 1.375  0.25
H 0.579 3.613 2.639  0.24
H 2.184 3.255 3.192  0.27
H 1.055 1.245 3.326  0.23
H -0.758 1.722 1.795  0.42
H -0.188 0.231 1.733  0.41
H 2.260 -0.246 1.698  0.23
H 3.265 0.894 2.546  0.26
H 3.982 0.892 0.277  0.23
H 2.252 0.051 -0.870  0.40
H 2.461 1.495 -1.502  0.42
H 3.621 3.267 -0.396  0.24
H 4.127 3.015 1.249  0.27
Se 1.454 3.919 -3.476  -0.01
C 0.630 2.427 -3.049  0.16
N 0.136 1.408 -2.692  -0.73

---

Record 8
Entry from the Open Molecules 2025 dataset: a molecular structure, C39H55BClN9O8P2S3Tm (ωB97M-V/def2-TZVPD).

Multiplicity: 3
HOMO level (alpha / beta): -2.82 / -2.81 eV
Kohn-Sham gap (alpha / beta): 4.213 / 4.204 eV
Charge: -1

Last column: Mulliken charge in e.
Cartesian coordinates (Å):
Tm 0.680 -0.805 1.478  0.73
C 6.706 4.123 -0.382  -1.59
C 6.015 2.803 -0.476  1.61
C 5.548 2.247 0.905  -1.99
C 6.989 1.779 -1.102  -2.10
N 4.794 2.946 -1.294  0.50
C 4.674 2.559 -2.646  -0.18
C 3.397 2.778 -2.988  -1.26
N 2.707 3.205 -1.873  -0.15
B 1.107 3.272 -2.018  0.56
N 0.359 4.014 -0.845  0.74
C 0.355 5.381 -1.000  -0.97
C -0.843 5.883 -0.606  -0.81
N -1.702 4.837 -0.279  0.71
C -0.991 3.627 -0.404  -1.20
S -1.492 2.124 0.008  0.25
C -3.117 5.057 0.179  1.39
C -3.130 4.783 1.685  -1.48
C -3.536 6.535 -0.073  -2.05
C -4.000 4.180 -0.711  -1.45
N 0.473 1.879 -2.431  0.49
C -0.695 1.793 -3.242  -1.20
C -1.003 0.495 -3.409  -0.70
N 0.054 -0.270 -2.855  1.11
C 0.842 0.592 -2.155  -0.95
S 1.947 0.169 -1.000  0.19
C 0.349 -1.594 -3.554  1.72
C -0.903 -2.518 -3.375  -1.90
C 0.640 -1.379 -5.061  -1.84
C 1.590 -2.315 -2.956  -1.77
C 3.613 3.503 -0.827  0.29
S 3.339 4.366 0.558  -0.42
H 7.459 3.957 0.432  0.39
H 6.050 4.909 -0.019  0.33
H 7.111 4.439 -1.326  0.37
H 6.336 1.711 1.389  0.64
H 4.748 1.533 0.741  0.43
H 5.224 3.022 1.584  0.34
H 7.874 1.738 -0.476  0.46
H 7.236 1.987 -2.087  0.61
H 6.637 0.723 -1.130  0.28
H 5.524 2.127 -3.181  0.35
H 2.848 2.631 -3.909  0.59
H 0.896 4.014 -3.079  -0.21
H 1.219 5.939 -1.230  0.64
H -1.204 6.909 -0.529  0.32
H -2.474 5.442 2.236  0.37
H -2.723 3.772 1.887  0.21
H -4.129 4.856 2.080  0.48
H -2.829 7.221 0.340  0.54
H -4.551 6.685 0.380  0.38
H -3.593 6.764 -1.141  0.41
H -3.744 3.125 -0.638  0.20
H -3.950 4.437 -1.751  0.35
H -5.009 4.276 -0.322  0.48
H -1.164 2.742 -3.516  0.54
H -1.837 -0.011 -3.888  0.58
H -1.702 -2.266 -4.029  0.51
H -1.319 -2.545 -2.377  0.23
H -0.501 -3.490 -3.638  0.51
H -0.189 -0.877 -5.643  0.32
H 0.691 -2.367 -5.543  0.48
H 1.584 -0.776 -5.164  0.30
H 1.358 -2.449 -1.861  -0.20
H 2.533 -1.737 -3.101  0.54
H 1.728 -3.310 -3.415  0.52
N 1.952 -4.644 3.186  -0.30
C 2.829 -3.849 2.189  0.68
C 4.194 -4.450 2.021  -1.66
P 1.801 -3.957 0.625  0.85
O 2.851 -3.949 -0.614  -0.55
O 1.181 -5.301 0.685  -0.92
O 0.878 -2.700 0.551  0.09
P 2.749 -2.199 2.847  0.67
O 3.885 -2.219 4.072  -0.65
O 1.322 -2.016 3.324  -0.78
O 3.018 -1.096 1.845  -0.17
H 1.339 -5.240 2.598  0.35
H 1.332 -4.027 3.785  0.32
H 2.504 -5.161 3.881  0.37
H 4.154 -5.316 1.339  0.43
H 4.608 -4.589 3.061  0.44
H 4.874 -3.688 1.582  0.26
H 2.813 -3.191 -1.204  0.53
H 4.318 -1.358 4.106  0.38
Cl 0.602 2.694 3.039  -0.19
C 1.548 1.298 3.005  -0.53
H 1.619 0.777 3.957  0.27
H 2.512 1.468 2.542  -0.03
O -0.944 -0.529 2.842  -0.58
C -1.750 -1.209 2.150  -0.44
N -2.868 -1.828 2.610  0.28
C -3.648 -2.436 1.571  2.86
C -2.849 -1.827 0.318  -0.69
O -3.327 -1.790 -0.808  -0.73
N -1.666 -1.344 0.763  0.47
C -5.046 -1.937 1.470  -0.08
C -6.126 -2.777 1.189  -0.11
C -7.331 -2.283 0.742  -1.05
C -7.483 -0.886 0.637  -0.42
C -6.477 -0.033 1.121  -0.58
C -5.257 -0.525 1.523  -0.66
C -3.536 -3.969 1.573  -0.03
C -3.643 -4.673 0.388  0.11
C -3.496 -6.053 0.402  -0.93
C -3.356 -6.736 1.601  -0.55
C -3.348 -6.004 2.803  -0.95
C -3.478 -4.603 2.791  -0.63
H -2.996 -1.980 3.615  0.31
H -6.024 -3.859 1.322  0.39
H -8.190 -2.888 0.499  0.42
H -8.374 -0.390 0.204  0.33
H -6.646 1.049 1.125  0.38
H -4.489 0.173 1.840  0.38
H -3.702 -4.118 -0.560  0.49
H -3.534 -6.607 -0.545  0.37
H -3.376 -7.799 1.570  0.49
H -3.247 -6.523 3.746  0.42
H -3.581 -4.085 3.754  0.28